# 1
{"formula": "C42H36BCl3N4O19", "method": "ωB97M-V with the def2-TZVPD basis set", "lumo_ev": -1.79, "homo_ev": -8.4, "smiles": "CNCc1c(N=C(C)C)c(Cl)c2c(c1B(N)O)C(=O)C(N)=C(/C(Cl)=C(/C)Cl)C2=O.O=C1C=C(O)C(=O)C=C1O.O=C1C=C(O)C(=O)C=C1O.O=C1C=C(O)C(=O)C=C1O.O=C1C=C(O)C(=O)C=C1O", "total_energy_ev": -127234.876, "gap_ha": 0.2445, "mol_weight_g_mol": 1017.9, "elements": ["Cl", "Cl", "Cl", "O", "O", "O", "O", "O", "O", "O", "O", "O", "O", "O", "O", "O", "O", "O", "O", "O", "O", "O", "N", "N", "N", "N", "C", "C", "C", "C", "C", "C", "C", "C", "C", "C", "C", "C", "C", "C", "C", "C", "C", "C", "C", "C", "C", "C", "C", "C", "C", "C", "C", "C", "C", "C", "C", "C", "C", "C", "C", "C", "C", "C", "C", "C", "C", "C", "B", "H", "H", "H", "H", "H", "H", "H", "H", "H", "H", "H", "H", "H", "H", "H", "H", "H", "H", "H", "H", "H", "H", "H", "H", "H", "H", "H", "H", "H", "H", "H", "H", "H", "H", "H", "H"], "xyz": [[-2.4568, -2.5445, -3.0620], [-5.2380, 3.9228, -2.0603], [-4.7322, 0.4258, -4.8824], [4.0724, -5.6583, -1.4363], [3.2477, 1.6581, -4.8675], [-4.5640, 0.9243, 3.9612], [-3.0377, 5.3814, 1.5431], [0.4289, 3.4369, -2.0595], [5.3488, -8.0134, -1.9461], [-2.9865, 3.0789, 0.0900], [-6.7916, 7.7084, 9.8359], [2.7569, -1.7347, 0.8709], [-8.0633, 2.8023, 7.5231], [-5.1204, 6.4251, 8.1123], [9.2049, -5.8809, -3.5967], [6.3070, -4.6239, 1.9735], [7.9629, -3.5301, -3.0040], [-3.4990, 0.0358, -1.6651], [3.9309, 0.4134, 2.0554], [-4.6992, 3.2385, 5.3878], [-9.7716, 4.1281, 9.1779], [7.4381, -2.4914, 3.2298], [3.2266, 2.4130, -2.4565], [0.6764, -3.4268, -3.8840], [3.8827, -1.7305, -2.8706], [-2.1016, 4.4923, -3.2830], [3.0610, -1.5288, -4.1036], [-0.0219, 1.0853, -2.9124], [-4.2597, 3.2467, 4.0974], [-0.3487, 2.5982, -2.5729], [-7.7150, 4.0075, 8.0546], [-4.4710, 2.5196, -2.9941], [-2.9473, 2.1671, -2.7659], [-4.2239, 1.9406, 3.3794], [-6.1784, 5.8708, 8.3569], [-3.4087, 4.3700, 2.1128], [-6.9175, 2.1909, -4.0344], [-3.8766, 4.3782, 3.5032], [7.3377, -4.5506, -2.7683], [5.3365, -5.6675, -1.9516], [0.3418, -4.2586, -2.9001], [5.9824, -4.5307, -2.2103], [-3.7791, 1.9360, 1.9824], [-8.3282, 5.9516, 9.5607], [-0.9785, -1.4405, -3.1583], [-6.5398, 4.5744, 7.7746], [3.8402, -1.9310, 1.3945], [-2.6365, 0.6388, -2.3441], [7.9552, -5.8768, -3.0555], [5.7210, -0.9774, 2.6727], [-1.2276, 0.0713, -2.8056], [-3.3989, 3.0687, 1.3862], [0.7712, -4.1353, -1.3664], [5.9625, -6.9944, -2.2126], [-7.1512, 6.5169, 9.2833], [0.4018, -2.0226, -3.5688], [5.1285, -0.9082, -2.8648], [-5.3513, 1.8240, -3.8675], [1.3790, 0.5505, -3.3691], [5.6815, -3.4146, 1.9789], [6.3690, -2.2925, 2.6796], [4.4997, -3.2435, 1.3818], [4.5413, -0.8034, 2.0726], [1.5963, -0.9811, -3.6704], [-0.6130, -5.5006, -3.3186], [7.3100, -7.0158, -2.7928], [-8.6997, 4.6663, 8.9594], [-1.8612, 3.0810, -2.8824], [2.6522, 1.5555, -3.5453], [3.5651, -0.8464, -4.8811], [2.9775, 3.3997, -2.6824], [3.9903, -4.0515, 0.8725], [-0.7881, -6.1708, -2.3937], [-9.0439, 6.4109, 10.2293], [4.2592, 2.4035, -2.4504], [-1.6160, -5.1336, -3.7534], [-1.2646, 4.8095, -3.8156], [3.0961, 0.2794, 1.5645], [2.9754, -2.5641, -4.6122], [7.1385, -4.4883, 2.4693], [5.2375, -0.4666, -1.8018], [-5.9026, 7.9021, 9.4788], [-3.7745, 0.9847, 1.4667], [6.2387, -0.1679, 3.1695], [1.5548, -4.9616, -1.1647], [-2.8616, 4.5083, -3.9908], [3.8259, -6.5994, -1.3384], [-0.1365, -6.1384, -4.1539], [3.3348, -1.6311, -2.0078], [5.1122, -0.0229, -3.5981], [4.1947, 1.4053, -4.8524], [-7.1102, 3.3120, -3.9854], [-0.1281, -4.4145, -0.6923], [-7.4286, 1.7380, -3.0982], [6.0723, -1.5298, -3.0516], [-4.9136, 2.3045, 5.5832], [7.7470, -7.9846, -2.9943], [9.4513, -4.9396, -3.6882], [5.5358, -3.5629, -2.0213], [1.1276, -3.0964, -1.0599], [-3.8959, 5.3318, 4.0141], [-8.9547, 2.6112, 7.8751], [-7.3899, 1.6636, -4.9294], [-5.8176, 4.1075, 7.1179], [-2.7656, 4.0115, -0.1063]]}

# 2
{"formula": "C27H25N4O2RuS3", "method": "ωB97M-V with the def2-TZVPD basis set", "lumo_ev": [-9.80, -11.86], "homo_ev": [-15.1, -15.1], "total_charge": 3, "total_energy_ev": -73519.019, "gap_ha": [0.1948, 0.1192], "spin_multiplicity": 5, "mol_weight_g_mol": 634.8, "elements": ["Ru", "S", "S", "S", "O", "O", "N", "N", "N", "N", "C", "C", "C", "C", "C", "C", "C", "C", "C", "C", "C", "C", "C", "C", "C", "C", "C", "C", "C", "C", "C", "C", "C", "C", "C", "C", "C", "H", "H", "H", "H", "H", "H", "H", "H", "H", "H", "H", "H", "H", "H", "H", "H", "H", "H", "H", "H", "H", "H", "H", "H", "H"], "xyz": [[0.6403, 0.9234, 2.0068], [-1.4067, 3.9167, -0.8281], [-1.4564, -2.2834, -3.6079], [-2.3439, 2.7466, 1.7055], [2.2160, 0.9628, 0.6718], [4.4511, 0.2072, -0.4847], [-2.9986, -6.3623, -2.3813], [0.0236, 2.1829, 0.5876], [0.8489, 2.3688, -0.4713], [-0.2407, -0.7849, 0.5383], [1.3083, 1.9089, 4.1051], [2.9764, 1.8485, -1.4361], [-0.8201, -1.8740, 4.1281], [-3.4075, -4.0594, -2.7695], [-3.6126, 3.6177, 0.7215], [4.9520, 2.0960, -3.4609], [0.6341, -1.4317, -0.2447], [-3.8313, -5.3379, -2.4059], [-1.8994, -1.0504, -1.1641], [1.9709, 1.7169, -0.3688], [-1.7296, -6.2182, -2.7138], [2.7925, 2.7243, -2.4807], [-1.4893, -0.6132, 0.0806], [-2.0736, -3.8995, -3.1028], [-2.9064, 4.6647, -0.1074], [2.0061, 0.7012, 3.9530], [-0.9837, -1.7083, -1.9804], [-1.2077, -4.9800, -3.0912], [1.3051, -0.5167, 3.8432], [-0.0984, 1.8829, 4.0601], [-0.7930, 0.6534, 3.9976], [4.1885, 1.0633, -1.4172], [-0.1018, -0.5734, 3.9791], [3.7681, 2.8604, -3.4847], [-1.1213, 2.8751, 0.5002], [0.3075, -1.9049, -1.5021], [5.1576, 1.2022, -2.4537], [-1.1053, -7.1037, -2.6896], [-0.1701, -4.8870, -3.3826], [1.8844, 3.3100, -2.5125], [1.0455, -2.4281, -2.0945], [-2.5916, 5.5255, 0.4815], [-4.8637, -5.5312, -2.1396], [-4.3233, 4.0653, 1.4148], [-4.1112, -3.2383, -2.8084], [1.8649, -1.4437, 3.8175], [-0.6545, 2.7976, 4.2201], [-1.7169, -1.7447, 4.7321], [3.0872, 0.6926, 4.0034], [3.6106, 3.5655, -4.2913], [1.6209, -1.6066, 0.1658], [6.0484, 0.5885, -2.3970], [5.6971, 2.2211, -4.2349], [-4.1191, 2.8709, 0.1120], [1.8368, 2.8351, 4.2863], [-2.9168, -0.8884, -1.4922], [-0.1799, -2.6131, 4.6067], [-3.5300, 5.0048, -0.9334], [-1.8708, 0.6489, 4.0994], [3.7448, 0.2377, 0.2044], [-2.1890, -0.1310, 0.7539], [-1.1234, -2.2734, 3.1568]]}

# 3
{"formula": "C2H9OP3", "method": "ωB97M-V with the def2-TZVPD basis set", "lumo_ev": -0.05, "homo_ev": -8.4, "smiles": "CCP(=O)(P)P", "de_lowest_kcal_mol": 89.6, "total_energy_ev": -32128.904, "gap_ha": 0.3083, "mol_weight_g_mol": 142.0, "elements": ["P", "P", "P", "O", "C", "C", "H", "H", "H", "H", "H", "H", "H", "H", "H"], "xyz": [[-0.7917, -0.0093, 0.0798], [-1.3699, -1.7386, 1.1422], [-0.2880, 1.4939, 1.4820], [-2.0261, 0.5472, -1.5566], [1.9904, -0.2509, -0.2306], [0.6721, -0.3494, -0.9342], [1.9029, -0.3667, 0.8745], [0.2025, -1.1654, -1.4670], [-2.3777, -0.8977, 1.7289], [0.6783, 0.4824, -1.5985], [-1.6290, 2.2067, 1.2715], [0.2194, 2.4038, 0.4068], [-2.0680, -2.1739, 0.0197], [2.6606, -0.9425, -0.7238], [2.2243, 0.7604, -0.4947]]}